{"formula": "C5H12O2", "method": "ωB97M-V/def2-TZVPD", "elements": ["H", "H", "H", "H", "H", "H", "C", "H", "H", "H", "C", "C", "C", "O", "C", "H", "H", "O", "H"], "coordinates": [[-2.617, -2.214, -0.716], [-1.610, 1.089, 1.330], [-1.304, 3.022, 0.878], [1.739, -0.162, -0.843], [1.213, -3.581, -1.690], [1.473, -0.804, 0.849], [-0.814, 0.417, 1.036], [1.105, 2.387, -0.780], [0.084, -2.842, -1.037], [-1.390, -1.366, -0.189], [-0.407, 3.344, 0.355], [0.309, 2.289, -0.033], [1.519, 0.064, 0.204], [-1.683, -2.236, -0.519], [0.266, 0.857, 0.351], [-0.285, 4.388, 0.114], [2.326, 0.723, 0.551], [1.037, -3.020, -0.932], [-0.979, -0.620, 1.304]], "forces_ev_per_angstrom": [[-0.23, 0.29, -0.01], [-0.12, -0.02, -0.27], [0.03, 0.80, 0.60], [-0.02, -0.32, 0.20], [0.30, -0.14, -0.07], [0.15, -0.34, -0.30], [0.49, -0.06, -0.66], [0.14, 0.65, 0.35], [0.18, 0.00, 0.32], [-0.57, -0.32, -0.39], [-0.80, -1.75, 0.11], [1.57, 0.43, -1.37], [0.11, 0.72, -0.33], [0.71, 0.02, 0.13], [-2.15, 0.30, 1.77], [0.21, -0.15, -0.33], [0.01, -0.25, 0.01], [-0.47, 0.06, -0.26], [0.46, 0.09, 0.50]], "mulliken_charge": [0.281, 0.155, 0.132, 0.335, 0.312, 0.380, -1.430, 0.264, 0.348, 0.352, -0.677, -0.274, -1.320, -0.699, 1.215, 0.283, 0.393, -0.603, 0.553], "smiles": "C=CC(=C)C.O.O", "energy_ev": -9472.9789, "relative_energy_kcal_mol": 49.74, "mol_weight_g_mol": 104.15, "lumo_ev": 0.64, "gap_ev": 9.58}



{"formula": "C5H12O2", "method": "ωB97M-V/def2-TZVPD", "elements": ["C", "H", "O", "C", "H", "O", "H", "H", "C", "H", "H", "H", "H", "C", "H", "H", "H", "H", "C"], "coordinates": [[1.941, 0.914, -0.614], [2.209, 1.972, -0.559], [-1.379, 1.698, -0.966], [0.863, -1.644, 0.778], [-2.963, 1.053, 0.186], [0.836, 0.727, 0.239], [2.810, 0.323, -0.297], [1.842, -1.820, 0.314], [-1.269, -0.216, 0.605], [0.064, -0.736, -1.006], [-2.489, 0.007, -1.167], [-1.145, 0.284, 1.574], [-0.530, 1.744, -0.499], [0.130, -0.509, 0.071], [1.679, 0.674, -1.654], [0.293, -2.578, 0.718], [-1.813, -1.146, 0.804], [1.021, -1.394, 1.833], [-2.100, 0.646, -0.361]], "forces_ev_per_angstrom": [[0.24, 0.05, -0.14], [0.01, -0.11, 0.00], [0.18, 0.12, 0.13], [0.00, 0.00, 0.01], [0.08, -0.09, -0.12], [-0.02, 0.03, 0.03], [-0.13, 0.00, -0.10], [-0.18, 0.03, 0.11], [0.02, -0.04, 0.05], [0.03, 0.08, 0.09], [0.03, 0.07, 0.12], [-0.02, 0.01, -0.13], [-0.09, 0.12, -0.11], [-0.08, -0.12, -0.01], [0.09, -0.02, 0.13], [0.08, 0.19, -0.01], [0.08, 0.09, -0.10], [-0.06, -0.04, -0.14], [-0.27, -0.37, 0.17]], "mulliken_charge": [-0.776, 0.274, -0.540, -1.509, 0.287, -0.459, 0.313, 0.372, -0.753, 0.335, 0.296, 0.311, 0.426, 0.539, 0.332, 0.410, 0.366, 0.315, -0.539], "smiles": "CO[C@@H](C)CCO", "energy_ev": -9473.9825, "relative_energy_kcal_mol": 26.59, "mol_weight_g_mol": 104.15, "lumo_ev": 1.02, "gap_ev": 10.80}



{"formula": "C5H12O2", "method": "ωB97M-V/def2-TZVPD", "elements": ["H", "C", "C", "H", "H", "H", "H", "C", "H", "H", "O", "C", "H", "H", "H", "C", "O", "H", "H"], "coordinates": [[-1.685, 0.585, 1.716], [-0.976, -2.022, -0.560], [-2.121, 1.638, -1.002], [-0.666, 0.324, -1.951], [3.135, 2.102, 2.536], [2.527, -1.014, -1.142], [-1.405, -1.399, 1.805], [-1.404, -0.443, 1.278], [3.843, 0.698, 3.055], [-2.446, 1.774, 0.052], [3.764, 1.446, 2.305], [-1.374, -0.653, -0.009], [-1.715, -2.799, -0.303], [-0.899, -1.995, -1.657], [-0.007, -2.507, -0.180], [-1.403, 0.506, -1.039], [1.747, -0.404, -1.465], [-2.190, 2.428, -1.802], [1.085, -0.692, -0.847]], "forces_ev_per_angstrom": [[0.76, -1.97, -0.34], [0.55, -0.65, -0.28], [-0.33, 1.51, 1.80], [-1.85, 0.15, 1.75], [-0.90, 0.68, 0.89], [-1.90, 1.98, -1.25], [0.43, 0.80, 0.98], [-2.14, 1.58, 3.70], [-0.59, 3.08, -2.45], [-0.74, 0.80, -1.02], [1.47, -3.78, 1.58], [1.34, 1.30, -6.25], [-0.11, 0.47, -0.03], [-0.06, -0.03, 0.41], [-1.16, 1.22, -0.19], [3.25, -4.07, -1.58], [2.54, -1.91, 0.85], [-0.03, -1.12, 1.01], [-0.52, -0.03, 0.42]], "lowdin_spin": [0.006, 0.017, 0.350, 0.001, 0.000, 0.000, 0.011, 0.304, 0.000, 0.011, 0.000, 0.122, 0.010, 0.000, 0.004, 0.152, -0.001, 0.014, -0.001], "s2": 0.778, "spin_multiplicity": 2, "energy_ev": -9462.7239, "relative_energy_kcal_mol": 53.41, "mol_weight_g_mol": 104.15, "lumo_ev": [-5.08, -8.88], "gap_ev": [8.73, 4.93], "total_charge": 1}



{"formula": "C5H12O2S", "method": "ωB97M-V/def2-TZVPD", "elements": ["C", "C", "C", "H", "C", "H", "C", "H", "O", "H", "S", "H", "H", "H", "H", "H", "H", "H", "H", "O"], "coordinates": [[0.207, 0.838, 0.037], [-0.080, -0.351, -0.867], [0.603, 2.053, -0.789], [0.320, -3.604, 1.075], [0.677, -2.633, 0.751], [0.675, 0.536, 0.967], [1.947, 1.951, -1.473], [0.867, -0.608, -1.384], [2.853, 1.238, -1.160], [-0.118, 2.458, -1.497], [-0.827, -1.684, 0.177], [-3.029, 1.152, 2.861], [-0.714, -0.332, -1.753], [-0.789, 1.108, 0.449], [1.135, -1.901, 1.429], [0.670, 2.994, -0.203], [1.464, -2.715, -0.006], [2.053, 2.724, -2.307], [-3.382, -0.353, 2.598], [-3.543, 0.547, 2.339]], "forces_ev_per_angstrom": [[-3.47, 0.96, -0.79], [1.25, -1.46, 0.24], [1.42, 0.79, 0.74], [0.31, 0.19, 0.54], [-0.04, 1.97, -0.75], [1.16, 0.20, -0.40], [-0.60, 1.56, -0.59], [-0.18, -0.68, 0.75], [0.18, -0.49, 0.08], [-0.45, -0.95, -0.39], [0.99, -0.65, -0.85], [0.43, -0.05, 0.49], [-0.67, 1.13, 0.42], [0.26, -0.02, -0.15], [-0.14, -1.08, 0.77], [0.42, -0.48, 0.35], [-0.63, -0.35, -0.39], [0.17, -0.65, 0.46], [0.42, -0.35, 0.37], [-0.82, 0.42, -0.90]], "mulliken_charge": [-0.422, -0.739, -0.751, 0.313, -0.785, 0.432, -0.030, 0.332, -0.461, 0.389, -0.096, 0.304, 0.411, 0.230, 0.236, 0.371, 0.283, 0.299, 0.314, -0.630], "smiles": "CSCCCC=O.O", "energy_ev": -20308.4391, "relative_energy_kcal_mol": 43.33, "mol_weight_g_mol": 136.22, "lumo_ev": 0.74, "gap_ev": 9.26}



{"formula": "C5H12O2S2", "method": "ωB97M-V/def2-TZVPD", "elements": ["S", "H", "H", "H", "C", "C", "H", "H", "H", "O", "H", "H", "S", "H", "H", "H", "C", "C", "O", "H", "C"], "coordinates": [[0.004, -1.087, 0.467], [1.890, -1.299, -1.573], [-4.845, 0.928, 0.980], [0.810, 2.268, -0.610], [2.351, -0.740, -0.781], [2.099, 0.671, 1.116], [3.082, 0.809, 0.746], [2.129, -0.125, 1.863], [-5.481, -0.827, 0.867], [-0.499, -1.641, -0.996], [-0.507, 1.132, -0.397], [2.704, -1.358, -0.054], [-3.535, -0.586, -0.264], [-1.417, -1.825, -0.805], [0.499, 1.049, -1.897], [3.021, 0.071, -1.053], [1.359, 0.073, -0.063], [-4.687, -0.108, 0.704], [-0.980, -0.151, 1.055], [1.512, 1.526, 1.512], [0.492, 1.221, -0.818]], "forces_ev_per_angstrom": [[1.04, 0.60, 2.03], [0.30, -0.14, -0.75], [0.11, 0.00, 0.25], [0.25, -0.88, -0.08], [-1.12, 2.10, -2.17], [-2.55, -0.83, 0.96], [0.98, 0.98, 0.19], [0.31, 0.24, 0.45], [-0.14, 0.15, 0.81], [0.65, 0.82, -0.03], [-0.12, 0.24, -0.36], [1.79, -2.05, 1.69], [0.83, 0.21, -0.55], [-0.92, -0.42, -0.31], [-0.15, 0.05, 0.11], [0.84, -0.88, -0.84], [-3.17, 1.93, -0.80], [-1.11, -0.22, -0.64], [-0.20, -0.87, -0.08], [0.99, -0.34, -0.08], [1.41, -0.67, 0.20]], "mulliken_charge": [0.475, 0.468, 0.247, 0.378, -1.665, -1.529, 0.411, 0.394, 0.264, -0.412, 0.436, 0.419, -0.143, 0.231, 0.325, 0.448, 1.187, -0.351, -0.562, 0.424, -1.445], "energy_ev": -31142.1588, "relative_energy_kcal_mol": 89.32, "mol_weight_g_mol": 168.28, "lumo_ev": [-0.22, -0.22], "gap_ev": [8.48, 8.48]}



{"formula": "C5H12O2SSi", "method": "ωB97M-V/def2-TZVPD", "elements": ["H", "C", "H", "Si", "O", "S", "C", "H", "C", "C", "H", "H", "O", "H", "H", "H", "C", "H", "H", "H", "H"], "coordinates": [[2.213, 0.183, -1.290], [1.101, -1.905, 0.007], [-3.118, 1.336, -1.293], [-3.570, 0.961, 0.038], [-1.333, 0.910, 0.341], [-3.347, -1.135, 0.311], [1.289, 0.333, 1.208], [2.151, -1.781, -0.181], [0.700, -0.379, -0.010], [1.076, 0.255, -1.346], [0.602, -2.343, -0.791], [2.303, 0.437, 1.094], [-1.472, -1.320, -0.050], [0.824, 1.258, -1.454], [0.840, 1.388, 1.184], [1.080, 0.003, 2.172], [-0.851, -0.207, 0.118], [0.816, -2.260, 0.983], [-3.464, 1.585, 1.336], [-5.088, 1.240, 0.023], [0.789, -0.379, -2.235]], "forces_ev_per_angstrom": [[-1.14, 0.38, -0.56], [0.00, 3.51, 0.76], [0.09, 0.39, -0.18], [-1.03, 1.01, 0.44], [-0.19, -1.48, -0.32], [1.86, -1.30, -0.53], [-2.40, 3.07, -2.05], [0.71, -0.95, 0.20], [-2.02, -1.05, 0.68], [2.81, -2.76, -0.02], [-0.69, -1.35, -1.25], [2.62, 0.17, -0.24], [-3.50, 0.12, 0.57], [-0.70, 1.72, -0.18], [0.83, -1.23, 0.08], [-0.63, -1.32, 1.47], [2.12, 1.25, 0.21], [0.28, -0.68, 0.12], [0.62, 0.64, 0.32], [0.38, -0.89, -0.51], [-0.02, 0.77, 1.01]], "mulliken_charge": [0.348, -1.692, -0.126, 0.560, -0.534, -0.068, -1.714, 0.450, 1.742, -1.527, 0.459, 0.483, -0.470, 0.415, 0.339, 0.424, 0.560, 0.380, -0.127, -0.254, 0.352], "energy_ev": -28186.0218, "relative_energy_kcal_mol": 91.53, "mol_weight_g_mol": 164.30, "lumo_ev": -0.79, "gap_ev": 8.85}



- What is the formula in the fifth record?
  C5H12O2S2